Record 1
A molecular structure, C29H66Cl2FGaO5P in a non-equilibrium geometry, computed with ωB97M-V with the def2-TZVPD basis set.

XYZ file:
```
105
Properties=species:S:1:pos:R:3:forces:R:3:mulliken_charge:R:1
C 0.010252 -7.074862 2.787792 0.5 0.2 -0.2 -1.3110
C 0.197698 -5.865294 1.870048 -0.6 0.0 0.1 -0.3735
C -1.008353 -4.907800 1.938063 0.1 0.2 -0.3 0.2854
C -0.642282 -3.419635 2.144641 0.3 -0.2 0.4 -0.3932
O -1.404604 -2.752240 3.105991 -0.5 0.0 -0.4 -0.5424
Ga -3.034984 -2.000245 2.530114 0.1 0.4 0.5 -0.1878
C -3.617608 -0.723948 3.997518 -0.2 -0.1 0.0 -0.8777
C -4.903373 -1.137614 4.685110 0.1 0.1 0.1 0.4720
F -4.718511 -1.318253 6.081405 0.0 0.0 0.1 -0.4039
C -2.646925 -1.005315 0.773777 0.7 0.7 0.1 -0.2881
Cl -3.473275 -1.549933 -0.702952 0.1 0.1 0.1 -0.3068
C -1.798256 0.036063 0.635435 -0.8 -1.0 -0.1 0.7612
C -1.434370 0.823739 -0.575343 0.2 0.3 -0.2 -1.2939
Cl -0.946695 0.583645 2.069224 0.0 0.0 0.0 -0.2227
P -4.529672 -3.763479 2.086134 0.5 -0.6 -0.6 0.0164
C -5.026193 -4.631223 3.660980 0.1 0.1 0.3 -0.0544
C -3.968505 -4.518974 4.764437 -0.1 0.0 0.0 -1.1564
C -6.094018 -3.141993 1.273541 -0.4 -0.2 0.2 -0.4291
C -7.390563 -3.418960 2.040057 0.2 0.4 -0.2 -1.1124
H -0.971058 -7.518085 2.645125 -0.1 -0.1 0.1 0.3131
H 0.130621 -6.753967 3.820687 -0.2 -0.1 0.2 0.3170
H 0.772051 -7.831983 2.595921 0.0 -0.1 0.0 0.4120
H 0.324746 -6.204460 0.843175 0.2 0.0 -0.1 0.3174
H 1.096288 -5.329128 2.171964 0.2 0.0 -0.1 0.2651
H -1.691443 -5.213973 2.727389 0.0 0.1 0.3 -0.4078
H -1.589709 -4.981896 1.019656 -0.1 -0.1 0.0 0.3622
H -0.664971 -2.917419 1.168099 0.0 0.1 -0.1 0.1357
H 0.402566 -3.393752 2.483063 0.1 0.1 0.0 0.3495
H -2.834655 -0.692278 4.755048 0.2 -0.1 0.0 0.4486
H -3.732738 0.296432 3.632964 0.1 0.1 -0.1 0.4986
H -5.678228 -0.376141 4.598414 -0.2 0.0 -0.1 0.3519
H -5.285289 -2.092043 4.325004 -0.1 -0.1 0.0 -0.4741
H -0.380946 0.706635 -0.835372 0.1 -0.1 0.1 0.2388
H -1.582526 1.892392 -0.409105 -0.1 0.0 0.2 0.3289
H -2.022106 0.548837 -1.443177 -0.2 -0.2 0.0 0.3932
H -5.145618 -5.690280 3.430803 -0.2 -0.1 -0.1 0.5105
H -5.983794 -4.289945 4.058744 0.0 0.2 -0.1 -0.3461
H -3.541247 -3.521918 4.830924 0.0 0.1 0.0 0.1371
H -4.404756 -4.754199 5.736083 0.0 -0.1 0.1 0.2949
H -3.141988 -5.206955 4.606527 0.1 0.0 -0.1 0.3015
H -6.031777 -2.077894 1.054215 0.1 0.1 0.1 0.3484
H -6.161956 -3.635457 0.304837 0.1 0.0 -0.1 0.3971
H -7.428243 -4.442749 2.402145 -0.1 -0.1 0.0 0.2413
H -7.482509 -2.749115 2.894979 0.0 0.0 0.1 0.1590
H -8.244051 -3.230959 1.388851 -0.2 -0.1 0.0 0.4861
C 4.237779 2.170884 -2.128425 -0.1 0.1 0.0 -0.8451
C 3.459254 1.029935 -2.761973 0.1 0.0 0.0 -0.5111
O 2.058709 1.133670 -2.598726 -0.1 -0.1 0.0 -0.3801
C 1.453538 2.267197 -3.186219 -0.1 0.1 0.0 -0.1667
C 1.596810 2.323336 -4.699053 0.2 0.0 0.0 -1.1217
H 3.927689 2.314679 -1.092320 0.0 -0.1 0.0 0.3189
H 5.307258 1.958903 -2.152817 0.0 0.0 0.0 0.3075
H 4.078471 3.112044 -2.657981 0.1 0.0 0.0 0.2475
H 3.734020 0.090225 -2.282791 -0.1 0.0 0.0 0.3311
H 3.718120 0.931826 -3.823060 0.0 0.0 0.0 0.3219
H 1.831980 3.188475 -2.727974 0.0 0.0 0.0 0.2937
H 0.397508 2.196594 -2.924503 0.0 -0.1 0.0 0.2624
H 2.628163 2.512234 -5.003567 0.0 0.0 0.0 0.2333
H 0.979402 3.125541 -5.105091 0.0 0.0 0.0 0.4002
H 1.284343 1.378221 -5.144828 -0.1 0.0 0.0 0.3127
C 9.809955 4.437196 -4.201953 0.0 0.0 0.2 -1.1631
C 8.296437 4.580812 -4.198426 0.0 0.1 -0.1 -0.0715
O 7.651961 3.803247 -3.207027 -0.1 -0.2 0.0 -0.4205
C 7.974182 4.123394 -1.867541 0.0 0.1 0.1 -0.2543
C 7.583185 5.536944 -1.467996 0.1 0.1 -0.1 -1.1052
H 10.092959 3.383758 -4.218972 0.0 0.0 -0.1 0.3020
H 10.230572 4.929534 -5.079384 0.0 0.0 0.0 0.4043
H 10.263911 4.890485 -3.318904 0.0 0.0 0.0 0.2827
H 7.898288 4.222959 -5.148445 -0.1 0.0 0.0 0.2427
H 8.006532 5.633520 -4.113749 0.0 0.0 0.0 0.2114
H 9.038236 3.945956 -1.672571 0.0 0.0 0.0 0.2984
H 7.418038 3.411380 -1.257301 0.0 -0.1 -0.1 0.3386
H 8.197778 6.286783 -1.969357 0.0 0.0 0.0 0.2614
H 7.707703 5.671398 -0.393128 0.0 0.0 0.0 0.4024
H 6.542164 5.730519 -1.728823 0.0 0.0 0.0 0.2785
C -8.264177 -3.485369 5.946519 -0.1 -0.1 -0.1 -0.6211
C -7.852325 -4.512936 6.984665 0.1 0.1 0.0 -0.3410
O -8.881111 -5.431707 7.323089 0.0 0.0 0.1 -0.4557
C -9.340454 -6.235755 6.255026 0.0 -0.1 -0.1 -0.3084
C -8.268921 -7.133371 5.656547 0.1 0.1 0.0 -0.7269
H -9.196553 -2.996709 6.235004 0.0 0.0 0.1 0.3925
H -7.485566 -2.728460 5.844280 0.0 0.0 0.0 0.2274
H -8.414075 -3.939010 4.964619 0.0 0.0 0.0 -0.0234
H -7.595624 -4.009808 7.916648 0.0 0.0 0.0 0.3208
H -6.954502 -5.047635 6.656736 0.0 0.0 0.0 0.2771
H -9.798487 -5.616062 5.475385 0.0 0.0 0.0 0.2731
H -10.136554 -6.849625 6.679401 0.0 0.0 0.1 0.3564
H -7.512513 -6.560780 5.117460 0.0 0.0 0.0 -0.0260
H -8.716967 -7.834261 4.951022 0.0 0.0 0.0 0.3890
H -7.763978 -7.698119 6.441508 0.0 0.0 0.0 0.2989
C 6.332177 6.356360 -8.385397 0.1 0.1 0.0 -1.0909
C 5.805445 6.844281 -7.045849 -0.1 -0.1 0.0 -0.3080
O 6.780699 7.493849 -6.251813 0.1 0.0 0.1 -0.3550
C 7.331777 8.677641 -6.794553 0.0 0.1 0.0 -0.3459
C 6.313991 9.786070 -7.008688 -0.1 -0.1 -0.1 -1.0728
H 7.242943 5.772391 -8.245981 0.0 0.0 0.0 0.2823
H 5.586079 5.730973 -8.875880 0.0 0.0 0.0 0.4007
H 6.564529 7.183697 -9.058390 0.0 0.0 0.0 0.2770
H 5.476363 5.991455 -6.451927 0.0 0.0 0.1 0.3219
H 4.930782 7.489194 -7.186429 0.0 0.0 0.0 0.3088
H 7.868082 8.461882 -7.726037 0.0 0.0 0.0 0.3135
H 8.077491 9.004325 -6.069214 0.0 -0.1 0.0 0.3085
H 5.615659 9.547829 -7.812637 0.0 0.0 0.0 0.2647
H 6.820347 10.714228 -7.275280 0.0 0.0 0.0 0.3842
H 5.734075 9.950401 -6.099866 0.0 0.0 0.0 0.3045
```
Forces are in eV/Å.

- Max |F|: 1.3 eV/Å
- E_HOMO: -3.75 eV
- E: -130807.9278 eV
- Net charge: -1

***

Record 2
4 unconnected molecules or ions with the total composition C29H67ClN12O4P4 in a non-equilibrium geometry, computed with ωB97M-V with the def2-TZVPD basis set.

XYZ file:
```
117
Properties=species:S:1:pos:R:3:forces:R:3:mulliken_charge:R:1
C -0.316368 0.708740 2.687571 -0.6 -0.6 -0.1 -0.9040
C 0.040527 1.156573 4.100792 0.2 -0.1 -0.3 -0.6599
C 1.506568 1.638724 4.217842 -0.5 -0.7 -0.4 0.0189
Cl 1.914696 2.897815 2.992517 -0.1 0.1 0.6 -0.1874
C 2.393357 0.423227 3.980266 0.3 0.3 -0.4 0.1427
N 2.593316 0.076773 2.740314 0.2 -0.3 0.4 -0.3495
C 3.333489 -1.051680 2.551646 -0.3 0.4 -0.3 0.1771
C 3.575229 -1.485493 1.227423 0.1 -0.1 -0.2 -0.5387
C 4.287245 -2.624468 0.977299 -0.3 0.4 0.4 -0.5823
C 4.771241 -3.382916 2.074740 -0.1 0.2 -0.6 -0.4814
C 4.565491 -2.960748 3.356478 0.2 -0.5 -0.1 -0.4222
C 3.842786 -1.773240 3.637083 0.6 -1.3 0.0 0.3691
N 3.685744 -1.396071 4.938733 -0.7 0.6 -0.9 -0.4960
C 2.964802 -0.308876 5.064353 0.8 0.7 1.3 0.6250
P 2.659468 0.275125 6.805900 -1.8 -0.2 0.2 0.0757
N 3.574783 1.723565 7.010381 0.5 -0.4 0.1 -0.5728
O 3.531191 -0.746351 7.740074 0.5 0.4 -0.3 -0.4587
H 0.069066 -0.300020 2.527377 0.1 0.1 -0.1 0.1658
H -1.404073 0.625082 2.539827 0.3 0.3 0.1 0.3190
H 0.114237 1.331991 1.908295 -0.2 0.1 0.1 0.3253
H -0.033512 0.279068 4.752257 0.0 0.1 0.2 0.2963
H -0.660822 1.889177 4.501105 0.2 0.2 -0.1 0.4635
H 1.630971 2.058210 5.209867 0.2 0.2 -0.1 0.1244
H 3.190659 -0.887582 0.411328 -0.1 0.1 0.1 0.4676
H 4.443543 -2.912065 -0.052556 0.1 -0.3 0.1 0.3771
H 5.303930 -4.298398 1.853728 0.0 0.0 0.2 0.3926
H 4.958517 -3.573318 4.158118 -0.1 0.2 0.2 0.4270
H 3.559265 1.906840 8.011197 0.2 0.0 0.0 0.2731
H 3.113399 2.525073 6.595726 0.0 -0.1 -0.2 0.2873
H 3.289160 -1.658448 7.540932 0.1 0.0 0.0 0.3233
C 0.186055 -7.072788 2.848971 -0.6 -0.2 -0.2 -0.8197
N 0.933117 -6.146147 2.027066 0.2 0.3 0.1 0.1407
C 0.789800 -4.790463 2.555338 0.3 0.3 -0.3 -1.1149
P 1.031051 -6.205601 0.315368 2.1 -5.2 3.1 0.7628
O 2.355720 -5.520030 0.116868 -2.0 2.4 -1.6 -0.8070
N 1.522508 -7.795994 -0.218010 -0.2 -0.5 0.2 0.2161
C 2.148608 -8.707898 0.727452 -0.1 0.0 0.3 -1.1108
C 2.310087 -7.753545 -1.447140 -0.1 0.2 -0.1 -1.1577
N -0.684332 -6.594799 0.081369 0.0 2.5 -1.7 0.0794
C -1.142849 -7.875350 -0.441656 0.2 -0.4 -0.1 -0.9080
C -1.370170 -5.506545 -0.653537 0.0 0.2 0.4 -1.1717
H -0.895975 -6.878436 2.840484 0.0 0.0 0.0 0.3032
H 0.531103 -6.994455 3.882497 0.1 0.1 0.0 0.3606
H 0.340574 -8.108391 2.558524 0.0 0.1 -0.1 0.1695
H -0.235205 -4.410462 2.429319 0.0 0.0 0.2 0.3569
H 1.470858 -4.104715 2.048032 0.0 -0.1 -0.1 0.1995
H 1.042901 -4.762317 3.616761 -0.1 -0.1 0.0 0.4101
H 2.924532 -8.224760 1.335042 0.0 -0.1 0.0 0.3011
H 2.603325 -9.546124 0.196852 0.0 0.1 -0.2 0.3927
H 1.411221 -9.162410 1.391354 0.0 0.1 0.0 0.2625
H 3.357326 -7.490868 -1.263219 0.0 0.1 0.0 0.3114
H 1.901686 -7.020196 -2.146215 0.0 0.0 0.0 0.3717
H 2.276562 -8.727381 -1.942292 -0.1 0.0 0.1 0.3740
H -0.785599 -8.086667 -1.452163 0.0 -0.1 0.0 0.2919
H -2.236834 -7.865205 -0.464750 0.0 0.3 0.1 0.4042
H -0.859915 -8.693704 0.215774 0.2 0.0 -0.1 0.2450
H -1.070837 -5.471856 -1.706702 -0.1 0.0 0.0 0.3626
H -1.130290 -4.538738 -0.201040 0.0 0.0 0.0 0.3154
H -2.452886 -5.626201 -0.601310 0.0 -0.1 0.0 0.4845
C -3.002778 -0.486281 -2.877411 -0.5 0.1 -0.3 -0.8827
N -3.037347 -0.438708 -1.432647 0.2 -0.3 0.3 0.2150
C -2.971215 -1.791805 -0.893199 0.0 0.1 0.5 -1.3118
P -4.021435 0.625084 -0.506187 4.4 3.2 -3.9 0.6778
O -3.154904 0.744103 0.722939 -2.7 -2.3 1.9 -0.6757
N -3.771235 2.278877 -0.973648 -0.3 0.3 -1.0 0.3280
C -2.553289 2.627708 -1.691176 0.2 -0.2 -0.2 -1.0853
C -3.942353 3.207144 0.141388 -0.3 -0.1 0.1 -1.1642
N -5.439203 0.441203 -1.558171 -1.3 -0.9 2.5 0.0113
C -5.964680 1.532460 -2.368721 0.1 0.5 -0.1 -0.8748
C -6.558976 -0.190609 -0.824459 0.2 -0.4 -0.1 -1.0936
H -3.869319 -1.006046 -3.311495 0.0 0.0 0.0 0.3108
H -2.101366 -1.014391 -3.198125 0.0 0.0 0.2 0.3551
H -2.947626 0.502530 -3.325508 -0.1 0.0 0.1 0.1946
H -3.886617 -2.364278 -1.110918 0.1 -0.1 -0.1 0.3312
H -2.835716 -1.768331 0.189239 0.0 0.1 0.0 0.3411
H -2.117404 -2.330896 -1.310046 0.0 0.1 -0.1 0.4348
H -1.660400 2.165983 -1.249423 0.0 0.0 0.0 0.2835
H -2.410917 3.705673 -1.685703 0.0 0.0 0.1 0.5000
H -2.605248 2.358972 -2.748832 0.0 -0.1 0.1 0.1095
H -3.062268 3.243849 0.791490 0.0 0.0 0.0 0.3003
H -4.799977 2.923713 0.757509 0.0 0.0 0.0 0.3881
H -4.135027 4.212158 -0.241324 0.0 0.0 -0.1 0.3449
H -6.300425 2.389356 -1.780439 0.0 0.1 -0.1 0.2872
H -6.820286 1.156712 -2.938840 0.0 -0.2 0.2 0.4038
H -5.233165 1.866457 -3.100418 0.1 0.1 0.2 0.2130
H -6.997950 0.487272 -0.084543 -0.1 0.0 0.0 0.3507
H -6.206698 -1.083748 -0.298196 0.0 0.1 0.0 0.3491
H -7.341802 -0.510880 -1.513084 0.0 0.0 0.0 0.3667
C 1.669228 7.944982 -1.652758 0.5 0.0 -0.4 -0.8078
N 0.865454 6.743282 -1.609058 -0.1 -0.2 0.5 0.1456
C 1.198958 5.978112 -0.397546 -0.3 -0.3 -0.2 -1.1575
P 0.472063 5.750904 -2.955562 -1.8 6.2 -0.2 0.7706
O -0.823701 5.192725 -2.429037 1.8 -3.1 -0.3 -0.7812
N -0.212731 6.692056 -4.258354 0.2 0.5 -0.2 0.1992
C -0.720972 8.028152 -3.986541 0.2 0.2 0.3 -1.1287
C -1.201159 5.941577 -5.027920 0.1 -0.3 0.1 -1.1660
N 2.088985 5.822906 -3.681755 -0.1 -3.0 0.2 0.0122
C 2.359393 6.485329 -4.951275 -0.3 0.2 -0.3 -0.8816
C 2.711457 4.478678 -3.703579 0.1 0.1 0.4 -1.1137
H 2.746517 7.739494 -1.731413 0.0 0.0 0.0 0.2969
H 1.505379 8.519950 -0.738608 -0.1 -0.1 0.1 0.3653
H 1.394670 8.601974 -2.474135 0.0 -0.1 -0.1 0.1668
H 2.220712 5.574411 -0.446844 0.0 0.1 0.1 0.3336
H 0.512905 5.141904 -0.260302 0.0 0.0 -0.1 0.2812
H 1.115330 6.606020 0.490726 0.0 0.1 -0.1 0.3682
H -1.341444 8.071875 -3.082431 0.0 0.1 0.0 0.3162
H -1.318824 8.381697 -4.828306 -0.1 -0.2 0.0 0.4098
H 0.090818 8.752086 -3.894318 0.0 0.0 0.1 0.2588
H -2.178815 5.910590 -4.534492 0.0 -0.1 0.0 0.3347
H -0.873855 4.910479 -5.181618 0.0 0.0 0.0 0.3587
H -1.323077 6.393755 -6.015518 0.1 0.1 0.0 0.3777
H 1.818551 6.049436 -5.794353 0.0 0.1 0.0 0.2765
H 3.430748 6.405516 -5.158877 0.0 -0.2 0.2 0.4108
H 2.138385 7.548394 -4.895984 -0.2 -0.1 0.0 0.2346
H 2.237122 3.820395 -4.439193 0.1 0.0 -0.1 0.3505
H 2.621924 4.007403 -2.719651 -0.1 0.0 0.0 0.3652
H 3.775557 4.548388 -3.930996 0.0 0.1 0.0 0.3715
```
Forces are in eV/Å.

- SMILES string: CC[C@H](Cl)c1nc2ccccc2nc1P(N)O.CN(C)P(=O)(N(C)C)N(C)C.CN(C)P(=O)(N(C)C)N(C)C.CN(C)P(=O)(N(C)C)N(C)C
- Max |F|: 6.7 eV/Å
- E_HOMO: -7.74 eV
- E: -106905.3016 eV
- Net charge: 0